No. 1
{"formula": "C18H46LiNO6", "method": "ωB97M-V with the def2-TZVPD basis set", "symbols": ["O", "O", "O", "O", "O", "O", "N", "C", "C", "C", "C", "C", "C", "C", "C", "C", "C", "C", "C", "C", "C", "C", "C", "C", "C", "Li", "H", "H", "H", "H", "H", "H", "H", "H", "H", "H", "H", "H", "H", "H", "H", "H", "H", "H", "H", "H", "H", "H", "H", "H", "H", "H", "H", "H", "H", "H", "H", "H", "H", "H", "H", "H", "H", "H", "H", "H", "H", "H", "H", "H", "H", "H"], "xyz": [[4.198, 1.132, -4.496], [-1.508, 5.500, 1.291], [-1.758, -3.821, 3.384], [-3.823, 0.083, -1.644], [3.450, -0.748, 4.179], [2.086, -2.545, -0.402], [2.893, -0.519, 1.074], [-1.438, -6.170, 3.300], [3.530, -1.824, 1.398], [3.156, 0.524, 2.088], [3.398, 1.673, -5.547], [-4.979, 0.115, -2.437], [2.640, 0.180, 3.539], [1.963, 1.962, -5.116], [-1.823, 7.848, 1.807], [2.955, -1.023, 5.488], [-1.956, 7.011, -0.587], [-2.163, 6.674, 0.908], [-2.456, -5.032, 3.636], [-5.840, -1.142, -2.372], [-4.666, 0.377, -3.925], [1.848, -3.380, -1.507], [3.380, -2.797, 0.151], [-2.907, -5.043, 5.142], [3.452, 0.678, -6.689], [-0.156, -1.356, 0.150], [-0.433, -5.874, 3.602], [1.831, -4.427, -1.203], [3.459, -3.824, 0.509], [3.920, 2.600, -5.786], [3.194, -0.331, -6.366], [-2.312, -3.114, 3.721], [-1.713, -7.138, 3.718], [3.755, -1.386, 6.133], [-1.850, 7.522, 2.847], [-5.614, 0.501, -4.449], [-0.884, 6.994, -0.780], [-4.035, -0.395, -4.365], [2.747, 1.475, 1.749], [-2.064, -4.807, 5.792], [4.476, 0.649, -7.060], [-5.616, 0.926, -2.084], [-3.709, -4.337, 5.354], [2.816, 0.945, -7.533], [-6.725, -1.140, -3.007], [4.233, 0.697, 2.100], [2.573, -3.369, -2.321], [1.477, 1.069, -4.723], [-1.403, -6.293, 2.217], [1.945, 2.652, -4.272], [4.195, -2.626, -0.553], [1.601, -0.147, 3.529], [-3.233, 6.488, 1.000], [5.107, 1.192, -4.800], [2.224, -1.832, 5.508], [-2.280, 7.975, -0.980], [-2.364, 6.300, -1.305], [4.594, -1.727, 1.614], [-1.591, 4.758, 0.687], [2.644, 1.114, 4.101], [-2.510, 8.693, 1.769], [-3.198, -6.048, 5.448], [3.207, -0.191, 0.172], [-5.229, -2.011, -2.613], [2.649, -0.106, 5.990], [1.297, 2.378, -5.872], [-4.160, 1.340, -4.004], [-3.355, -5.013, 3.020], [3.128, -2.351, 2.263], [0.842, -3.194, -1.885], [-0.821, 8.259, 1.689], [-6.293, -1.202, -1.382]], "atomic_forces_ev_per_a": [[-0.449, -0.161, 0.894], [1.256, -0.127, 0.937], [0.291, 0.449, -0.235], [-0.727, -0.358, -0.472], [0.267, -0.636, 0.721], [0.377, -0.071, -0.402], [-0.669, -0.641, 1.267], [-0.980, 0.687, -0.434], [-0.089, -0.611, -1.740], [0.123, -0.812, 0.533], [-0.210, -0.064, -0.453], [1.781, -0.294, 0.147], [0.164, 1.086, -1.619], [0.180, -0.098, 1.151], [0.562, -0.212, 1.005], [0.950, -0.151, 0.326], [1.079, -0.226, -0.388], [-1.709, 0.850, -1.813], [0.456, -0.458, 1.617], [-0.378, -0.121, 0.584], [-0.271, 0.805, 0.550], [-0.709, -1.239, -0.218], [-0.203, 1.443, 1.823], [0.671, -0.533, -0.729], [0.280, 0.194, -0.606], [0.424, -0.002, -0.131], [-0.141, -0.012, 0.316], [0.007, -0.244, 0.309], [-0.115, -0.172, -0.080], [-0.425, 0.301, -0.613], [-0.127, 0.106, 0.195], [-0.018, 0.218, -0.036], [-0.015, 0.151, 0.155], [0.421, -0.084, -0.400], [-0.089, -0.187, 0.104], [-0.065, -0.257, -0.440], [0.278, 0.038, 0.034], [-0.095, -0.142, 0.020], [-0.433, -0.143, 0.092], [0.180, 0.205, -0.141], [0.092, -0.160, -0.146], [-0.436, 0.590, -0.035], [-0.066, -0.041, -0.149], [-0.081, 0.094, 0.038], [0.075, 0.217, -0.577], [0.309, 0.030, 0.593], [0.180, 0.757, 0.037], [0.074, -0.286, -0.193], [0.009, -0.019, -0.077], [0.144, 0.200, -0.016], [-0.243, 0.167, -0.435], [-0.271, -0.207, -0.310], [-0.325, 0.096, 0.286], [0.066, -0.074, 0.085], [-0.521, 0.342, -0.246], [-0.319, 0.223, 0.711], [-0.278, -0.416, 0.388], [0.258, 0.138, -0.017], [-0.395, 0.356, -0.352], [0.045, 0.299, 0.099], [-0.220, -0.246, -0.499], [-0.377, 0.015, -0.135], [0.141, -0.069, -0.098], [-0.022, -0.184, 0.192], [-0.587, 0.026, -0.166], [0.442, -0.072, -0.303], [0.283, -0.001, -0.036], [0.023, -0.586, -0.221], [-0.505, 0.614, 0.013], [0.106, 0.306, -0.199], [0.146, -0.177, -0.425], [0.423, -0.413, 0.365]], "mulliken_charge": [-0.56, -0.56, -0.52, -0.92, -0.31, -0.20, -0.21, -1.21, -0.57, -0.86, 0.56, 0.41, -0.47, -1.34, -1.24, -0.78, -1.36, 0.66, 0.50, -1.23, -1.20, -0.78, -0.71, -1.32, -1.18, 0.84, 0.32, 0.33, 0.40, 0.21, 0.30, 0.28, 0.35, 0.26, 0.33, 0.34, 0.35, 0.30, 0.44, 0.34, 0.34, 0.15, 0.38, 0.34, 0.35, 0.35, 0.29, 0.32, 0.29, 0.32, 0.39, 0.28, 0.11, 0.32, 0.28, 0.35, 0.37, 0.35, 0.32, 0.49, 0.36, 0.35, 0.24, 0.29, 0.33, 0.36, 0.29, 0.25, 0.25, 0.28, 0.32, 0.29], "lumo_energy_ev": -1.1, "total_energy_ev": -33386.3402, "homo_lumo_gap_ha": 0.14148, "e_homo_ev": -4.97}

No. 2
{"formula": "C13H18ClNO3PtS", "method": "ωB97M-V with the def2-TZVPD basis set", "symbols": ["Pt", "Cl", "S", "O", "O", "O", "N", "C", "C", "C", "C", "C", "C", "C", "C", "C", "C", "C", "C", "C", "H", "H", "H", "H", "H", "H", "H", "H", "H", "H", "H", "H", "H", "H", "H", "H", "H", "H"], "xyz": [[-0.416, -0.312, 0.458], [-4.301, 5.178, 1.001], [2.737, -0.544, -0.468], [2.262, 0.871, -0.634], [-0.460, -1.492, -1.271], [-1.398, -1.427, -3.315], [-0.938, 1.068, -0.872], [4.477, -0.551, -1.025], [-1.731, 1.616, 2.170], [5.340, -1.059, 0.122], [-3.906, 2.578, 1.658], [-1.193, -0.967, -2.215], [3.237, -0.764, 1.276], [4.726, -0.459, 1.383], [-0.830, 0.440, 2.328], [-3.112, 1.495, 2.015], [-1.178, 2.890, 2.000], [-1.861, 0.373, -1.815], [-3.321, 3.816, 1.466], [-1.956, 3.982, 1.646], [-2.781, 0.155, -1.276], [-2.082, 0.990, -2.683], [-4.974, 2.461, 1.535], [6.384, -0.781, -0.016], [2.586, -0.101, 1.846], [4.665, 0.503, -1.239], [4.557, -1.126, -1.946], [-1.509, 4.959, 1.513], [5.157, -0.872, 2.295], [-3.580, 0.529, 2.167], [-1.342, -0.411, 2.795], [-0.054, 1.278, -1.344], [4.882, 0.622, 1.399], [5.297, -2.151, 0.174], [3.017, -1.800, 1.542], [-1.297, 1.930, -0.463], [0.062, 0.725, 2.890], [-0.109, 3.021, 2.128]], "atomic_forces_ev_per_a": [[-0.641, -1.292, 0.768], [0.015, -0.030, 0.012], [-0.105, 0.093, -0.107], [0.036, -0.024, -0.063], [-0.006, 0.584, -0.523], [-0.059, -0.071, -0.045], [0.312, 0.082, -0.046], [0.010, 0.023, -0.015], [0.035, 0.160, -0.092], [-0.005, -0.017, 0.001], [0.005, -0.045, 0.078], [0.101, -0.017, 0.271], [-0.025, 0.106, 0.041], [-0.015, 0.006, 0.008], [0.245, 0.693, -0.579], [-0.068, -0.100, 0.015], [0.002, 0.011, 0.003], [0.184, -0.068, 0.079], [0.015, 0.053, -0.004], [-0.010, 0.014, 0.035], [-0.043, 0.030, -0.036], [0.080, -0.018, -0.051], [0.006, 0.000, -0.003], [-0.003, 0.022, 0.005], [0.003, -0.020, 0.018], [0.016, -0.016, -0.018], [-0.001, -0.013, 0.010], [-0.004, -0.005, -0.004], [-0.006, -0.002, 0.003], [0.016, -0.009, -0.054], [0.028, -0.008, 0.133], [0.024, 0.122, 0.118], [0.010, -0.002, -0.012], [0.015, 0.003, -0.004], [0.008, -0.006, -0.027], [-0.155, -0.111, 0.019], [-0.019, -0.122, 0.097], [-0.002, -0.004, -0.029]], "nbo_charge": [0.81, -0.01, 1.24, -1.01, -0.78, -0.62, -0.69, -0.61, -0.01, -0.41, -0.22, 0.76, -0.61, -0.41, -0.74, -0.23, -0.24, -0.35, -0.07, -0.22, 0.23, 0.22, 0.23, 0.23, 0.25, 0.24, 0.24, 0.23, 0.22, 0.22, 0.20, 0.43, 0.21, 0.21, 0.22, 0.42, 0.20, 0.22], "lumo_energy_ev": [-1.1, -1.1], "total_energy_ev": -48008.5126, "homo_lumo_gap_ha": [0.26392, 0.26390], "e_homo_ev": [-8.24, -8.24]}

No. 3
{"formula": "H2N2P", "method": "ωB97M-V with the def2-TZVPD basis set", "symbols": ["P", "N", "N", "H", "H"], "xyz": [[-0.094, -0.393, -0.570], [-0.290, 0.434, -1.976], [-0.600, 0.946, -3.090], [-1.069, 0.488, 0.147], [1.206, -0.023, -0.441]], "atomic_forces_ev_per_a": [[-2.197, -1.639, 2.113], [-3.862, 7.042, -14.540], [3.494, -5.717, 12.240], [1.510, -0.562, -0.421], [1.054, 0.875, 0.607]], "nbo_charge": [0.70, -0.27, 0.39, 0.12, 0.06], "lumo_energy_ev": -7.6, "total_energy_ev": -12290.1891, "homo_lumo_gap_ha": 0.33690, "smiles": "N#[N+]P", "e_homo_ev": -16.78, "total_charge": 1}